Entry from the Open Molecules 2025 dataset: the ion C3H10N with charge +1 (ωB97M-V with the def2-TZVPD basis set).

```
14
Properties=species:S:1:pos:R:3:mulliken_charge:R:1
C -1.639 -0.199 1.212 -0.9601
C 1.644 0.477 -0.992 -0.8563
C -0.728 -0.226 -0.304 -0.4361
N 0.719 0.016 0.052 -0.2907
H -2.408 0.532 1.223 0.3135
H -2.150 -1.039 1.052 0.3164
H -0.944 -0.214 2.104 0.3583
H 1.802 -0.227 -1.942 0.3163
H 1.173 1.473 -1.422 0.3400
H 2.638 0.657 -0.644 0.3704
H -1.096 0.413 -1.086 0.4064
H -0.936 -1.234 -0.661 0.3002
H 1.157 -0.825 0.461 0.3936
H 0.812 0.610 0.933 0.4280
```

Results
- SMILES: CC[NH2+]C
- Net charge: +1
- Gap between HOMO and LUMO: 13.16 eV
- Lowest unoccupied orbital energy: -3.58 eV



Entry from the Open Molecules 2025 dataset: a cluster of 2 separate species, C3H10N in total (ωB97M-V with the def2-TZVPD basis set).

```
14
Properties=species:S:1:pos:R:3:mulliken_charge:R:1
N -1.339 -2.264 -1.451 -0.5859
H -1.309 -3.102 -2.056 0.3897
H -2.142 -1.563 -1.623 0.4047
H -1.405 -2.625 -0.382 0.4449
H -0.389 -1.932 -1.451 0.3400
C 0.198 1.617 1.704 -1.0952
C 0.587 0.981 0.472 0.1405
C 1.774 0.916 -0.200 -0.7389
H -0.797 1.281 2.022 0.3300
H 0.897 1.462 2.577 0.3144
H -0.213 2.559 1.466 0.3266
H -0.142 0.482 -0.043 0.1831
H 1.709 0.769 -1.338 0.2274
H 2.572 1.421 0.303 0.3186
```

Results
- Net charge: +1
- Gap between HOMO and LUMO: 7.68 eV
- Lowest unoccupied orbital energy: -4.80 eV



Entry from the Open Molecules 2025 dataset: a cluster of 2 separate species, C3H10N in total (ωB97M-V with the def2-TZVPD basis set).

```
14
Properties=species:S:1:pos:R:3:mulliken_charge:R:1
C 1.460 -0.540 -0.389 -1.1442
C 0.320 -0.924 0.511 -0.1821
C -0.045 -0.367 1.672 -0.7724
H 1.165 -0.590 -1.448 0.3748
H 1.946 0.398 -0.124 0.3451
H 2.199 -1.343 -0.330 0.3267
H -0.322 -1.724 0.137 0.4105
H -0.897 -0.722 2.238 0.3724
H 0.504 0.496 2.038 0.3270
N -1.270 1.084 -0.873 -0.4162
H -1.133 0.638 0.065 0.2425
H -1.577 2.051 -0.779 0.3990
H -0.373 1.008 -1.354 0.3316
H -1.977 0.535 -1.365 0.3852
```

Results
- Net charge: +1
- Gap between HOMO and LUMO: 10.35 eV
- Lowest unoccupied orbital energy: -3.95 eV



Entry from the Open Molecules 2025 dataset: the ion C3H10N with charge +2 (ωB97M-V with the def2-TZVPD basis set).

```
14
Properties=species:S:1:pos:R:3:mulliken_charge:R:1
C -0.933 -0.434 -0.933 -1.1695
C -0.182 -0.151 0.348 0.3263
C 1.236 -0.677 0.089 -0.9609
N -0.242 1.301 0.748 -0.3038
H -2.002 -0.527 -0.663 0.3924
H -0.825 0.337 -1.713 0.4388
H -0.649 -1.398 -1.408 0.4284
H -0.591 -0.711 1.185 0.3380
H 1.673 -0.161 -0.807 0.4476
H 1.460 -1.686 -0.429 0.4640
H 1.792 -0.917 1.020 0.4129
H -1.139 1.557 1.167 0.3885
H 0.470 1.539 1.454 0.3824
H -0.068 1.927 -0.059 0.4150
```

Results
- Multiplicity: 2
- <S²>: 0.753
- Net charge: +2
- Gap between HOMO and LUMO (spin up / spin down): 15.02 / 7.64 eV
- Lowest unoccupied orbital energy (spin up / spin down): -8.17 / -15.92 eV



Entry from the Open Molecules 2025 dataset: a cluster of 2 separate species, C3H10N2 in total (ωB97M-V with the def2-TZVPD basis set).

```
15
Properties=species:S:1:pos:R:3:mulliken_charge:R:1
C -0.799 -3.947 -0.683 -0.5017
C -1.076 -3.428 0.621 -0.4817
H -0.425 -3.302 -1.341 0.2674
H -0.694 -5.000 -0.908 0.2440
H -1.111 -2.391 0.853 0.2403
H -1.606 -3.983 1.406 0.2323
N 1.554 2.605 -0.643 -0.5974
C 0.728 1.939 0.266 -0.2998
N -0.350 2.918 0.737 -0.6053
H 2.187 1.932 -1.175 0.2237
H 1.046 3.122 -1.303 0.1982
H 0.219 1.130 -0.244 0.3215
H 1.174 1.485 1.166 0.2977
H 0.081 3.745 1.253 0.2468
H -0.928 3.175 -0.003 0.2140
```

Results
- SMILES: C=C.NCN
- Gap between HOMO and LUMO: 10.21 eV
- Lowest unoccupied orbital energy: 0.96 eV



Entry from the Open Molecules 2025 dataset: a cluster of 2 separate species, C3H10N2 in total (ωB97M-V with the def2-TZVPD basis set).

```
15
Properties=species:S:1:pos:R:3:mulliken_charge:R:1
C 3.597 -3.985 1.211 -0.2361
N 2.384 -4.319 1.094 -0.4673
H 4.066 -4.272 2.163 0.2395
H 4.239 -3.510 0.467 0.2212
H 2.095 -4.066 0.142 0.2429
C -1.790 3.123 -0.881 -0.9355
C -1.333 1.936 0.009 -0.1319
N -1.676 0.700 -0.723 -0.5727
H -2.541 3.690 -0.325 0.2563
H -0.980 3.798 -1.165 0.2458
H -2.244 2.739 -1.787 0.3204
H -0.253 1.954 0.126 0.2654
H -1.834 1.967 0.975 0.2148
H -1.122 -0.109 -0.474 0.1779
H -2.610 0.354 -0.832 0.1594
```

Results
- SMILES: C=N.CCN
- Gap between HOMO and LUMO: 9.93 eV
- Lowest unoccupied orbital energy: 1.02 eV



Entry from the Open Molecules 2025 dataset: the molecule C3H10N2 (ωB97M-V with the def2-TZVPD basis set).

```
15
Properties=species:S:1:pos:R:3:mulliken_charge:R:1
C -0.176 1.353 -1.408 -1.2461
C -0.237 -1.612 1.081 -0.8278
C -0.713 0.454 -0.280 -0.4822
N 1.528 -0.224 0.071 -0.6445
N 0.071 -0.749 -0.015 -0.0192
H 0.740 1.851 -1.182 0.3244
H -0.085 0.780 -2.294 0.3205
H -0.872 2.067 -1.626 0.4644
H -1.403 -1.735 1.057 0.3039
H 0.314 -2.581 1.092 0.2472
H 0.006 -1.086 2.120 0.2700
H -0.823 1.168 0.612 0.2969
H -1.785 0.415 -0.399 0.4705
H 1.418 0.679 0.447 0.2540
H 2.020 -0.780 0.723 0.2680
```

Results
- SMILES: CCN(C)N
- Gap between HOMO and LUMO: 9.42 eV
- Lowest unoccupied orbital energy: 1.12 eV



Entry from the Open Molecules 2025 dataset: a cluster of 2 separate species, C3H10N2 in total (ωB97M-V with the def2-TZVPD basis set).

```
15
Properties=species:S:1:pos:R:3:mulliken_charge:R:1
C -0.931 2.174 1.602 -0.6113
N -2.124 2.053 2.474 -0.5504
H -1.107 1.488 0.760 0.2168
H -0.037 1.834 2.108 0.2235
H -0.932 3.130 1.092 0.3027
H -1.943 1.358 3.183 0.2079
H -2.328 2.917 2.964 0.2096
C 1.841 -1.380 -1.222 -0.8344
C 0.216 -2.327 -2.502 -0.2189
N 0.632 -1.240 -2.018 -0.3730
H 1.612 -1.733 -0.212 0.2992
H 2.474 -0.498 -1.187 0.2975
H 2.544 -2.162 -1.555 0.3457
H -0.681 -2.351 -3.112 0.2590
H 0.765 -3.265 -2.376 0.2260
```

Results
- SMILES: C=NC.CN
- Gap between HOMO and LUMO: 10.19 eV
- Lowest unoccupied orbital energy: 1.09 eV



These records have energy relative to the best compared isomer or geometry (same formula, charge and spin) values of 183.2 266.5 97.5 199.4 226.5 141.1 238.2 156.4 kJ/mol, in the order they appear.